#A
# C4H10N2OS

The molecule C4H10N2OS (ωB97M-V with the def2-TZVPD basis set, the Open Molecules 2025 dataset).

```
! wB97M-V def2-TZVPD RIJCOSX def2/J DEFGRID3
* xyz 0 1
N -1.90002 -1.27114 -0.25285
C -0.79322 -0.36165 -0.45978
C -1.29142 0.99826 -0.95764
S -0.31976 1.63126 -2.38023
C 0.13654 -0.20073 0.75838
N 1.53561 -0.28214 0.35508
C 2.48460 -0.40611 1.30494
O 2.24460 -0.42509 2.49055
H -2.60396 -0.91926 0.38407
H -1.59408 -2.15678 0.14742
H -0.13105 -0.81926 -1.19518
H -2.27314 0.87481 -1.38935
H -1.27216 1.74819 -0.17812
H 0.56749 2.37201 -1.70088
H -0.03084 -0.98998 1.49433
H -0.03489 0.73485 1.29876
H 1.78473 0.00912 -0.57567
H 3.49098 -0.53634 0.85618
*
```

Summary:
- SMILES = N[C@@H](CS)CNC=O
- HOMO-LUMO gap (eV) = 10.05
- LUMO level (eV) = 0.662

#B
# C4H10N2OS

The molecule C4H10N2OS (ωB97M-V with the def2-TZVPD basis set, the Open Molecules 2025 dataset).

```
! wB97M-V def2-TZVPD RIJCOSX def2/J DEFGRID3
* xyz 0 1
N -0.75802 -2.91051 -1.19762
C -0.99318 -1.60177 -0.69266
N 0.00552 -1.18842 0.34817
C 0.71242 -0.02607 0.39173
O 1.68566 0.09830 1.11832
C 0.19203 1.17474 -0.38840
C 0.57587 2.47273 0.29681
S -0.16048 2.69797 1.94240
H 0.06896 -2.93565 -1.77078
H -0.64773 -3.60822 -0.48195
H -1.93209 -1.60213 -0.13210
H -0.99641 -0.80806 -1.42004
H 0.03201 -1.74544 1.19013
H 0.74081 1.22172 -1.33194
H -0.85124 1.08823 -0.62898
H 0.17507 3.33194 -0.24064
H 1.65592 2.56864 0.34411
H 0.49488 1.77199 2.65342
*
```

Summary:
- SMILES = NCNC(=O)CCS
- HOMO-LUMO gap (eV) = 9.76
- LUMO level (eV) = 0.797

Name the most stable of them. #B.

#A
# C31H47NO2P2RhS2

A structure of composition C31H47NO2P2RhS2 (ωB97M-V with the def2-TZVPD basis set, the Open Molecules 2025 dataset).

```
! wB97M-V def2-TZVPD RIJCOSX def2/J DEFGRID3
* xyz 1 5
Rh -0.56883 1.02616 -0.47502
C 0.20236 3.09237 -1.04459
C 0.01364 2.36471 -2.27344
C -2.07499 2.66097 -1.28576
C -1.09413 3.27841 -0.43565
C -1.39128 2.09955 -2.41837
C 1.46668 3.71807 -0.55119
H 2.34567 3.26221 -1.01353
H 1.54805 3.63352 0.53895
H 1.48922 4.79213 -0.79093
C -1.36950 4.09222 0.78156
H -0.47285 4.18571 1.40328
H -2.15981 3.63498 1.38685
H -1.70215 5.10446 0.50841
C -3.55338 2.71342 -1.10795
H -3.96816 3.65458 -1.49917
H -3.83115 2.65804 -0.05022
H -4.05137 1.88326 -1.62347
C -2.05939 1.47295 -3.59596
H -2.44831 2.24604 -4.27684
H -2.91560 0.85863 -3.28951
H -1.35969 0.85698 -4.16946
C 1.05742 2.07181 -3.30078
H 1.03460 2.82185 -4.10488
H 0.89091 1.09513 -3.76848
H 2.06026 2.08802 -2.86690
C 4.71984 -3.51433 1.57440
C 5.48329 -2.80024 0.73116
C 6.13617 -3.27468 -0.53390
C 5.48502 -4.49839 -1.22608
C 4.02609 -4.34031 -1.55492
C 2.97611 -4.59060 -0.77339
C 2.98003 -5.14422 0.62301
C 4.28662 -4.94377 1.43094
H 7.19438 -3.52801 -0.34170
H 5.68248 -5.39434 -0.62672
H 6.16023 -2.43453 -1.24630
H 5.07075 -5.58145 1.00787
H 4.41778 -3.04823 2.52078
H 5.76959 -1.78427 1.02234
H 4.09446 -5.33414 2.44493
H 2.14175 -4.69386 1.18017
H 1.96894 -4.48690 -1.20233
H 2.77086 -6.22893 0.59738
H 6.02438 -4.64566 -2.17684
H 3.84174 -4.03295 -2.59621
P 1.33893 0.02123 0.34368
P -1.29070 -1.05933 -1.05312
C 1.04475 -1.81333 0.30894
C -0.43002 -2.17424 0.14717
H 1.44638 -2.22365 1.24472
H 1.66063 -2.23155 -0.50067
H -0.55464 -3.20046 -0.21895
H -0.98001 -2.08834 1.09385
C -3.06937 -1.36012 -0.99564
H -3.56051 -0.87962 -1.85239
H -3.50633 -0.93133 -0.07259
H -3.24628 -2.44401 -1.02686
C -0.71439 -1.64511 -2.68460
H -0.72464 -2.74429 -2.70736
H 0.30491 -1.29070 -2.88199
H -1.38117 -1.26412 -3.46810
C 1.72770 0.46191 2.07478
H 1.78984 1.55439 2.17037
H 2.69623 0.02599 2.35745
H 0.94211 0.10169 2.75078
C 2.88032 0.34271 -0.57135
H 2.70617 0.23259 -1.64901
H 3.66583 -0.35834 -0.25267
H 3.20874 1.37113 -0.36816
O -6.49782 -0.29137 2.23037
S -5.73639 0.72152 1.53941
O -6.28593 1.36224 0.36974
N -4.13613 0.27393 1.28434
C -3.23017 0.99789 1.92060
S -1.53343 0.71850 1.73298
C -3.81918 1.99245 2.83113
C -3.24547 2.99196 3.63498
C -4.06795 3.92538 4.28035
C -5.46080 3.86288 4.10982
C -6.04029 2.88269 3.29041
C -5.20724 1.95741 2.68203
H -2.16232 3.04007 3.75410
H -3.63355 4.70824 4.91230
H -6.11141 4.57918 4.60678
H -7.10513 2.80751 3.10085
*
```

Summary:
- HOMO-LUMO gap (spin up / spin down) (eV) = 5.23 / 4.79
- LUMO level (spin up / spin down) (eV) = -2.926 / -6.189

#B
# C31H47NO2P2RhS2

A structure of composition C31H47NO2P2RhS2 (ωB97M-V with the def2-TZVPD basis set, the Open Molecules 2025 dataset).

```
! wB97M-V def2-TZVPD RIJCOSX def2/J DEFGRID3
* xyz 1 5
Rh 0.49517 0.16122 0.31083
C 2.68698 0.06670 0.73514
C 1.89636 0.74891 1.79614
C 2.22618 -1.47679 2.40849
C 2.88104 -1.29213 1.17364
C 1.59599 -0.28032 2.79403
C 3.50714 0.74981 -0.29696
H 3.21366 1.79866 -0.40187
H 3.40282 0.23511 -1.26201
H 4.57414 0.72874 -0.02708
C 3.78556 -2.26653 0.53257
H 4.02480 -1.96792 -0.49606
H 3.33911 -3.26989 0.48738
H 4.73779 -2.36353 1.08088
C 2.34107 -2.67545 3.27876
H 2.94964 -2.46939 4.17659
H 2.79720 -3.50716 2.73306
H 1.35357 -3.01943 3.61219
C 0.97059 -0.02417 4.10884
H 1.71786 -0.04757 4.91632
H 0.21973 -0.78649 4.35206
H 0.48641 0.95793 4.13217
C 1.97041 2.20722 2.09567
H 2.77358 2.41589 2.81765
H 1.02940 2.54854 2.54380
H 2.19285 2.78159 1.19503
C -2.07764 2.64241 -3.56765
C -1.05939 3.49267 -3.34402
C -1.23654 4.90239 -2.88422
C -2.24603 5.10554 -1.71130
C -2.38257 3.97735 -0.72227
C -3.29731 3.00500 -0.83984
C -4.20070 2.86355 -2.03073
C -3.53284 2.99946 -3.44257
H -1.57016 5.54428 -3.72126
H -3.22725 5.36109 -2.14759
H -0.24740 5.28558 -2.59810
H -3.70620 4.02513 -3.80018
H -1.86682 1.67388 -4.03472
H -0.04919 3.27561 -3.70257
H -4.10284 2.34552 -4.12720
H -4.70482 1.88755 -1.96959
H -3.53755 2.36097 0.00932
H -5.01102 3.61268 -1.99789
H -1.91437 6.00868 -1.16884
H -1.81435 4.09286 0.20347
P -0.08748 1.14219 -1.55488
P -1.60258 0.13302 1.14172
C -1.80708 0.45810 -1.68608
C -2.45823 -0.19090 -0.44886
H -1.84745 -0.22476 -2.55086
H -2.40843 1.32650 -1.96364
H -3.49662 0.14114 -0.34281
H -2.45188 -1.27783 -0.57302
C -2.07953 -1.11245 2.32059
H -1.66157 -0.89669 3.30851
H -1.68176 -2.08099 1.96362
H -3.17616 -1.14418 2.35905
C -2.01760 1.70591 1.92538
H -3.10426 1.83952 1.90522
H -1.53600 2.54599 1.41726
H -1.66583 1.68663 2.96611
C 0.80507 0.79993 -3.08032
H 1.88572 0.78903 -2.88570
H 0.57835 1.57629 -3.81559
H 0.50206 -0.17438 -3.48156
C 0.44948 2.77800 -0.92854
H 0.56984 2.76774 0.16138
H -0.30042 3.53392 -1.15550
H 1.39567 3.06748 -1.39145
O -1.95433 -5.38788 1.72826
S -0.67419 -4.74480 1.89461
O -0.17009 -4.55187 3.23795
N -0.62216 -3.28696 1.06049
C 0.21907 -3.26436 0.04262
S 0.44906 -1.87659 -0.95230
C 0.92996 -4.53394 -0.15097
C 1.94413 -4.87144 -1.05517
C 2.57819 -6.11133 -0.94345
C 2.21226 -7.00673 0.07645
C 1.19043 -6.67934 0.97198
C 0.56953 -5.44438 0.84876
H 2.19979 -4.14641 -1.83570
H 3.36867 -6.37855 -1.64729
H 2.71251 -7.96503 0.15389
H 0.85978 -7.35534 1.76034
*
```

Summary:
- HOMO-LUMO gap (spin up / spin down) (eV) = 6.26 / 5.80
- LUMO level (spin up / spin down) (eV) = -2.692 / -5.088

Name the most stable of them. #A.

#A
# C2Br2I2

A structure of composition C2Br2I2 (ωB97M-V with the def2-TZVPD basis set, the Open Molecules 2025 dataset).

```
! wB97M-V def2-TZVPD RIJCOSX def2/J DEFGRID3
* xyz 0 1
C -0.08537 0.59668 -0.35489
C 0.41695 -0.25728 0.46962
Br -1.22821 0.29855 -1.74192
Br 1.51252 -0.30740 1.85660
I 0.92876 2.58021 -0.54366
I -1.54465 -2.91076 0.31424
*
```

Summary:
- HOMO-LUMO gap (spin up / spin down) (eV) = 5.58 / 5.57
- LUMO level (spin up / spin down) (eV) = -3.535 / -3.536

#B
# C2Br2I2

A structure of composition C2Br2I2 (ωB97M-V with the def2-TZVPD basis set, the Open Molecules 2025 dataset).

```
! wB97M-V def2-TZVPD RIJCOSX def2/J DEFGRID3
* xyz 0 1
C -0.62320 -0.22819 0.05469
C 0.62319 0.22814 -0.05469
Br -1.75650 -0.42728 -1.43221
Br 1.75661 0.42697 1.43214
I -1.46180 -0.77602 1.89913
I 1.46171 0.77638 -1.89906
*
```

Summary:
- HOMO-LUMO gap (eV) = 8.88
- LUMO level (eV) = -0.267

Name the most stable of them. #B.

#A
# C3H4F2

A cluster of 2 separate species, C3H4F2 in total (ωB97M-V with the def2-TZVPD basis set, the Open Molecules 2025 dataset).

```
! wB97M-V def2-TZVPD RIJCOSX def2/J DEFGRID3
* xyz 0 1
C 0.43643 -0.14230 -0.77541
C 0.53864 0.02626 0.76801
C -0.54378 0.48313 0.00564
F -1.33525 1.54143 -0.14156
F -2.21911 -1.28184 0.28242
H 1.07121 0.41290 -1.40621
H 0.34955 -1.06852 -1.42157
H 0.49302 -0.84894 1.56519
H 1.20929 0.87786 1.12349
*
```

Summary:
- HOMO-LUMO gap (spin up / spin down) (eV) = 8.40 / 8.14
- LUMO level (spin up / spin down) (eV) = -1.744 / -1.810

#B
# C3H4F2

The molecule C3H4F2 (ωB97M-V with the def2-TZVPD basis set, the Open Molecules 2025 dataset).

```
! wB97M-V def2-TZVPD RIJCOSX def2/J DEFGRID3
* xyz 0 1
C -1.15931 0.14346 -0.01502
C 0.18314 -0.62799 -0.06732
C 1.27673 0.06236 0.01212
F 1.31410 1.48029 -0.03186
F 2.49445 -0.43573 -0.01710
H -1.70755 0.09206 0.93681
H -0.90268 1.17663 -0.03358
H -1.80494 -0.13038 -0.87778
H 0.30607 -1.76070 0.09373
*
```

Summary:
- SMILES = CC=C(F)F
- HOMO-LUMO gap (eV) = 10.97
- LUMO level (eV) = 1.001

#C
# C3H4F2

A structure of composition C3H4F2 (ωB97M-V with the def2-TZVPD basis set, the Open Molecules 2025 dataset).

```
! wB97M-V def2-TZVPD RIJCOSX def2/J DEFGRID3
* xyz 0 1
C 0.23962 -0.15670 1.37328
C 0.64084 -0.74444 0.26894
C -0.23079 -0.31619 -1.41003
F 1.45517 -1.71714 0.11805
F -0.04872 -1.30570 -2.22617
H 0.74208 -0.58063 2.22217
H -0.50210 0.55621 1.30495
H -1.26752 -0.07534 -0.97008
H 0.14961 0.53267 -1.89745
*
```

Summary:
- HOMO-LUMO gap (eV) = 10.97
- LUMO level (eV) = 1.024

Name the most stable of them. #B.

#A
# C4H5FN2

The molecule C4H5FN2 (ωB97M-V with the def2-TZVPD basis set, the Open Molecules 2025 dataset).

```
! wB97M-V def2-TZVPD RIJCOSX def2/J DEFGRID3
* xyz 0 1
C 0.77555 -0.85990 -0.35345
N -0.31055 0.06293 -0.13582
C -0.43085 1.33128 -0.65538
N -1.64801 1.81820 -0.41844
C -2.37174 0.75784 0.16714
C -1.54437 -0.27034 0.29978
F -1.80122 -1.79362 0.84398
H 1.56228 -0.79835 0.53025
H 0.47662 -1.83804 -0.40733
H 1.35266 -0.61597 -1.19640
H 0.48058 1.67314 -1.08261
H -3.24162 0.84302 0.68211
*
```

Summary:
- SMILES = Cn1cncc1F
- HOMO-LUMO gap (eV) = 10.21
- LUMO level (eV) = 0.668

#B
# C4H5FN2

The molecule C4H5FN2 (ωB97M-V with the def2-TZVPD basis set, the Open Molecules 2025 dataset).

```
! wB97M-V def2-TZVPD RIJCOSX def2/J DEFGRID3
* xyz 0 1
C -1.91533 0.38902 -0.11527
N -0.99848 -0.65353 -0.35326
C 0.26764 -0.58439 -0.14280
C 1.54557 -1.41929 -0.19410
N 2.26022 -0.41942 0.23157
C 1.18691 0.51589 0.39987
F 1.29190 1.68317 -0.32028
H -1.82636 1.01153 -1.07908
H -1.59604 0.99903 0.71438
H -3.03949 0.13226 -0.17757
H 1.84620 -2.50350 -0.34973
H 0.97725 0.84925 1.38628
*
```

Summary:
- SMILES = C/N=C1/C=N[C@H]1F
- HOMO-LUMO gap (eV) = 9.77
- LUMO level (eV) = 0.103

#C
# C4H5FN2

The molecule C4H5FN2 (ωB97M-V with the def2-TZVPD basis set, the Open Molecules 2025 dataset).

```
! wB97M-V def2-TZVPD RIJCOSX def2/J DEFGRID3
* xyz 0 1
C -0.63218 -1.26007 -0.88589
N 0.06094 -0.09206 -0.44670
C 1.35780 -0.07899 0.10110
N 1.52524 0.79231 1.04499
C 0.32740 1.39585 1.18854
C -0.57767 0.88419 0.20064
F -1.76910 1.32429 -0.08015
H -1.37559 -0.80608 -1.53367
H -0.07832 -1.97052 -1.42474
H -1.10096 -1.65086 0.07925
H 2.08846 -0.67315 -0.23934
H 0.17399 2.13508 1.99597
*
```

Summary:
- SMILES = Cn1cncc1F
- HOMO-LUMO gap (eV) = 9.16
- LUMO level (eV) = 0.768

Name the most stable of them. #C.

#A
# C2H6N4

The molecule C2H6N4 (ωB97M-V with the def2-TZVPD basis set, the Open Molecules 2025 dataset).

```
! wB97M-V def2-TZVPD RIJCOSX def2/J DEFGRID3
* xyz 0 1
H 1.08035 -1.68542 0.68722
N 1.50037 -0.86323 1.03278
C 0.89244 0.13491 0.73157
N 1.04299 1.28653 1.41138
N -0.29433 0.14383 -0.16202
N -0.56813 -1.00382 -0.76117
C -1.47342 -0.88062 -1.67765
H 1.48465 1.30187 2.28032
H 0.78837 2.20134 1.02331
H -0.60838 1.09457 -0.48430
H -1.89955 0.05092 -2.04687
H -1.94537 -1.78087 -2.03458
*
```

Summary:
- SMILES = [H]/N=C(/N)NN=C
- HOMO-LUMO gap (eV) = 9.54
- LUMO level (eV) = 0.817

#B
# C2H6N4

The molecule C2H6N4 (ωB97M-V with the def2-TZVPD basis set, the Open Molecules 2025 dataset).

```
! wB97M-V def2-TZVPD RIJCOSX def2/J DEFGRID3
* xyz 0 1
C 0.72632 0.03362 0.64967
C -0.38940 -0.05118 -0.38808
N -1.37493 1.10611 -0.18162
N -2.58280 0.62174 0.26629
N -2.58014 -0.58610 0.24834
N -1.34988 -1.12358 -0.25100
H 0.26021 -0.18152 1.61899
H 1.41217 0.90090 0.47806
H 1.33134 -0.76829 0.49916
H 0.14957 -0.01018 -1.37797
H -1.11398 2.01118 0.11315
H -1.14621 -1.86500 0.45497
*
```

Summary:
- SMILES = CC1NN=NN1
- HOMO-LUMO gap (eV) = 9.63
- LUMO level (eV) = 0.938

Name the most stable of them. #A.